No. 1
Here is a cluster of 2 separate species, C18H16F3N3O3S2 in total from the OMol25 dataset. Energies are from ωB97M-V/def2-TZVPD.

Results
- HOMO energy (eV) = -7.3
- gap between HOMO and LUMO (Eh) = 0.23433
- energy relative to the best compared isomer or geometry (same formula, charge and spin) (kcal/mol) = 0.0
- charge = 0

Each line ends with the natural charge from an NBO analysis.
Geometry (Å):
S  -3.253  1.224  0.276  2.3073
S  -0.386  -0.274  -0.744  0.3214
F  -0.345  -2.523  -2.083  -0.3538
F  -2.056  -2.389  -0.682  -0.3283
F  -2.070  -1.267  -2.562  -0.2888
O  -3.944  0.138  0.908  -0.9563
O  -2.085  1.570  -3.223  -0.6235
O  -2.439  2.070  1.113  -0.9712
N  -2.497  0.788  -1.087  -1.0016
N  2.615  -0.125  1.053  -0.3233
N  2.533  -2.298  1.020  -0.3102
C  2.219  1.261  1.166  -0.4180
C  5.152  0.111  1.304  -0.2367
C  6.335  -0.654  1.310  -0.1930
C  -4.853  2.978  -2.874  -0.1706
C  3.890  -1.961  1.214  0.0966
C  -1.279  -1.666  -1.540  0.8565
C  -4.061  2.273  -1.959  -0.1625
C  3.944  -0.575  1.238  0.1838
C  1.797  -1.175  0.882  0.5300
C  -2.774  1.544  -2.215  0.6535
C  0.327  -1.141  0.715  -0.6648
C  -6.010  3.611  -2.421  -0.2175
C  2.038  -3.656  1.075  -0.4155
C  -6.394  3.511  -1.072  -0.2074
C  -5.614  2.784  -0.165  -0.2227
C  -4.439  2.199  -0.639  -0.2211
C  5.046  -2.738  1.262  -0.2105
C  6.282  -2.065  1.294  -0.1959
H  -6.620  4.175  -3.128  0.2123
H  1.520  1.513  0.360  0.2529
H  1.358  -3.859  0.241  0.2407
H  -0.123  -0.617  1.587  0.2673
H  -5.900  2.667  0.875  0.2263
H  1.531  -3.861  2.030  0.2251
H  5.159  1.202  1.331  0.2334
H  -7.307  4.004  -0.749  0.2120
H  3.129  1.858  1.084  0.2228
H  -0.063  -2.167  0.699  0.2703
H  7.223  -2.625  1.301  0.2338
H  7.313  -0.163  1.321  0.2341
H  4.982  -3.828  1.262  0.2294
H  -4.525  2.992  -3.912  0.2286
H  2.905  -4.310  0.997  0.2247
H  1.742  1.464  2.137  0.2303

---

No. 2
Here is a structure of composition C23H21N7ORhS4 from the OMol25 dataset. Energies are from ωB97M-V/def2-TZVPD.

Results
- HOMO energy (spin up / spin down) (eV) = -10.1 / -10.9
- gap between HOMO and LUMO (spin up / spin down) (Eh) = 0.22692 / 0.17789
- energy relative to the best compared isomer or geometry (same formula, charge and spin) (kcal/mol) = 12.9
- charge = +1
- multiplicity = 5

Each line ends with the Mulliken spin population.
Geometry (Å):
Rh  -0.311  1.337  -0.020  1.3196
S  -2.687  1.612  -0.648  0.5016
S  -0.860  2.545  2.069  0.3556
S  -3.405  3.582  3.156  0.0056
S  -5.010  2.788  0.801  0.0300
O  -6.044  4.039  2.978  0.0547
N  0.960  -2.382  -1.029  0.0101
N  0.796  2.206  -1.583  -0.0682
N  -0.732  4.316  -0.473  0.0580
N  0.516  -0.117  -1.038  0.2425
N  1.821  1.457  -1.989  0.3982
N  -0.485  -0.157  1.317  0.4683
N  -0.522  -2.494  1.402  0.0985
C  3.793  -0.644  -2.703  -0.0115
C  4.719  -1.678  -2.761  0.0136
C  1.598  0.176  -1.745  -0.1212
C  0.015  -1.373  -0.728  0.0372
C  2.183  -2.170  -1.622  -0.0163
C  -0.519  -4.961  1.302  0.0035
C  4.374  -2.948  -2.245  -0.0211
C  3.126  -3.209  -1.698  0.0193
C  0.516  -3.743  3.296  -0.0019
C  2.543  -0.874  -2.103  0.0116
C  -3.299  2.395  0.721  0.1926
C  -0.301  5.579  -2.495  0.0574
C  -0.121  -5.044  2.789  0.0025
C  -1.261  -3.669  0.927  -0.0080
C  -0.147  4.417  -1.679  -0.0208
C  0.814  3.425  -2.056  0.2227
C  -1.473  5.325  -0.014  -0.0156
C  -2.534  2.767  1.896  0.1172
C  -1.109  6.576  -2.032  -0.0296
C  -0.395  -1.291  0.761  -0.0117
C  -5.032  3.596  2.421  0.0117
C  -0.196  -2.473  2.819  0.0005
C  -1.758  6.456  -0.771  0.0747
H  0.670  -3.355  -0.930  -0.0044
H  0.169  5.686  -3.459  0.0010
H  -1.236  7.483  -2.633  -0.0004
H  1.672  3.702  -2.668  -0.0047
H  5.094  -3.766  -2.311  -0.0011
H  0.382  -5.097  0.649  -0.0007
H  4.028  0.355  -3.053  0.0018
H  -1.100  -2.306  3.428  0.0027
H  -1.012  -5.296  3.404  0.0000
H  1.579  -3.704  2.993  0.0007
H  -2.287  -3.701  1.345  0.0075
H  2.910  -4.186  -1.287  0.0002
H  0.485  -3.702  4.404  0.0003
H  -0.896  -1.546  -1.342  0.0072
H  5.705  -1.499  -3.202  0.0002
H  -1.329  -3.615  -0.182  0.0014
H  -1.208  -5.781  1.076  -0.0008
H  0.624  -5.842  2.926  0.0000
H  -2.426  7.221  -0.376  0.0021
H  0.461  -1.602  2.995  0.0034
H  -1.856  5.184  1.000  0.0024

---

No. 3
Here is the ion C4H2BrOS with charge -1 from the OMol25 dataset. Energies are from ωB97M-V/def2-TZVPD.

Results
- HOMO energy (eV) = -2.6
- gap between HOMO and LUMO (Eh) = 0.21835
- SMILES = [S-]c1occc1Br
- energy relative to the best compared isomer or geometry (same formula, charge and spin) (kcal/mol) = 11.5
- charge = -1

Each line ends with the natural charge from an NBO analysis.
Geometry (Å):
Br  2.717  1.206  -2.334  0.0216
S  3.203  2.739  1.016  -0.4789
O  1.027  1.152  1.373  -0.4470
C  0.512  0.291  -0.653  -0.3234
C  1.924  1.695  0.536  0.1558
C  1.717  1.018  -0.761  -0.3120
C  0.193  0.289  0.694  -0.0201
H  -0.091  -0.318  -1.407  0.2162
H  -0.497  -0.256  1.383  0.1879

---

No. 4
Here is the molecule C16H27N3O2 from the OMol25 dataset. Energies are from ωB97M-V/def2-TZVPD.

Results
- HOMO energy (eV) = -8.1
- gap between HOMO and LUMO (Eh) = 0.32115
- SMILES = CCCCCCCc1c(C)nc(N2CCOCC2)[nH]c1=O
- energy relative to the best compared isomer or geometry (same formula, charge and spin) (kcal/mol) = 9.8
- charge = 0

Each line ends with the natural charge from an NBO analysis.
Geometry (Å):
O  -0.699  -1.703  0.114  -0.6436
O  6.021  -0.827  0.487  -0.5204
N  3.578  -0.290  -0.836  -0.4108
N  1.390  -0.984  -0.313  -0.6041
N  2.076  1.200  0.052  -0.5905
C  5.457  0.468  0.522  -0.0839
C  0.072  -0.759  0.108  0.6494
C  4.603  0.733  -0.721  -0.2555
C  -2.583  1.000  -1.442  -0.3965
C  0.820  1.509  0.460  0.2939
C  -3.879  0.199  -1.592  -0.3884
C  -1.605  0.904  0.939  -0.4172
C  -4.704  -2.166  1.401  -0.6039
C  5.026  -1.818  0.390  -0.0805
C  -3.960  -1.078  -0.745  -0.4221
C  -2.397  1.714  -0.097  -0.3921
C  0.668  2.940  0.873  -0.6540
C  4.167  -1.613  -0.867  -0.2394
C  2.342  -0.015  -0.335  0.6291
C  -4.751  -0.902  0.551  -0.3877
C  -0.201  0.599  0.500  -0.2301
H  -2.954  -1.429  -0.515  0.2306
H  4.809  -1.667  -1.753  0.2113
H  4.113  1.702  -0.652  0.2588
H  -2.575  1.755  -2.234  0.2006
H  -5.257  -2.030  2.328  0.2020
H  5.229  0.684  -1.617  0.1991
H  4.830  0.581  1.419  0.1713
H  -4.349  -0.068  1.127  0.1883
H  1.576  -1.929  -0.622  0.4159
H  -1.734  0.338  -1.620  0.1992
H  -1.873  2.656  -0.269  0.1950
H  0.296  3.530  0.036  0.2303
H  -5.137  -3.005  0.861  0.1987
H  5.550  -2.775  0.352  0.2000
H  6.297  1.161  0.576  0.2002
H  -1.587  1.464  1.879  0.2073
H  -3.673  -2.415  1.645  0.2088
H  3.415  -2.397  -0.938  0.1996
H  -4.447  -1.864  -1.329  0.1953
H  -3.962  -0.076  -2.647  0.2018
H  4.377  -1.792  1.280  0.1655
H  -4.730  0.846  -1.362  0.1896
H  -2.101  -0.049  1.119  0.2349
H  -0.029  3.040  1.700  0.2204
H  -5.791  -0.663  0.310  0.1906
H  1.640  3.333  1.157  0.2319
H  -3.375  1.960  0.320  0.2014

---

No. 5
Here is a cluster of 2 separate species, C3H3N3 in total from the OMol25 dataset. Energies are from ωB97M-V/def2-TZVPD.

Results
- HOMO energy (spin up / spin down) (eV) = -11.4 / -9.3
- gap between HOMO and LUMO (spin up / spin down) (Eh) = 0.40493 / 0.19476
- energy relative to the best compared isomer or geometry (same formula, charge and spin) (kcal/mol) = 120.3
- charge = 0

Each line ends with the natural charge from an NBO analysis.
Geometry (Å):
N  -1.566  -2.182  -0.205  -0.2380
N  -1.378  0.135  0.434  -0.3703
N  -1.235  2.405  -0.305  -0.2281
C  1.793  -0.181  -0.007  -0.4825
C  -1.527  -1.091  0.147  0.4036
C  -1.377  1.279  -0.067  0.4083
H  1.678  -0.833  -0.843  0.1778
H  1.679  0.897  -0.137  0.1633
H  1.934  -0.428  0.983  0.1659

---

No. 6
Here is the molecule C2H6N4 from the OMol25 dataset. Energies are from ωB97M-V/def2-TZVPD.

Results
- HOMO energy (eV) = -7.9
- gap between HOMO and LUMO (Eh) = 0.33429
- SMILES = C=NN/C=N/N
- energy relative to the best compared isomer or geometry (same formula, charge and spin) (kcal/mol) = 72.2
- charge = 0

Each line ends with the natural charge from an NBO analysis.
Geometry (Å):
N  0.680  0.238  0.028  -0.4179
N  -2.486  -0.863  -1.164  -0.6468
N  -1.140  -0.503  -1.183  -0.3247
N  1.181  0.619  1.190  -0.1964
C  2.463  0.497  1.373  -0.1933
C  -0.671  0.113  -0.163  0.2138
H  2.867  0.864  2.294  0.1923
H  -1.334  0.660  0.559  0.1633
H  -2.811  -1.105  -2.124  0.3587
H  -3.125  -0.135  -0.842  0.3320
H  3.144  -0.096  0.661  0.1505
H  1.233  -0.290  -0.629  0.3685